# 1
{"formula": "C12H24Cl12", "method": "the ωB97M-V functional and the def2-TZVPD basis", "elements": ["Cl", "C", "C", "Cl", "H", "H", "H", "H", "Cl", "C", "C", "Cl", "H", "H", "H", "H", "Cl", "C", "C", "Cl", "H", "H", "H", "H", "Cl", "C", "C", "Cl", "H", "H", "H", "H", "Cl", "C", "C", "Cl", "H", "H", "H", "H", "Cl", "C", "C", "Cl", "H", "H", "H", "H"], "positions_angstrom": [[-1.395, -3.473, 4.181], [-0.101, -2.421, 4.754], [0.694, -1.741, 3.654], [-0.354, -0.586, 2.784], [0.527, -3.159, 5.253], [-0.501, -1.733, 5.499], [1.165, -2.378, 2.905], [1.513, -1.154, 4.070], [1.829, -1.288, -0.777], [0.628, -0.074, -0.590], [1.161, 1.305, -0.774], [1.497, 1.457, -2.528], [0.194, -0.138, 0.408], [-0.268, -0.228, -1.191], [2.131, 1.471, -0.305], [0.333, 1.977, -0.546], [-0.001, 7.575, -2.974], [-0.648, 5.957, -2.577], [0.413, 4.831, -2.498], [1.625, 5.313, -1.286], [-1.362, 5.665, -3.346], [-1.223, 6.049, -1.656], [0.869, 4.821, -3.488], [0.027, 3.823, -2.350], [-1.907, -2.089, -0.365], [-2.821, -3.177, 0.616], [-4.291, -3.150, 0.091], [-5.159, -1.614, 0.323], [-2.869, -2.805, 1.639], [-2.434, -4.196, 0.649], [-4.910, -3.927, 0.539], [-4.367, -3.337, -0.980], [6.052, -3.487, -1.738], [4.381, -4.113, -2.032], [4.142, -4.481, -3.495], [5.295, -5.758, -3.960], [3.592, -3.417, -1.746], [4.231, -4.951, -1.352], [4.235, -3.613, -4.148], [3.148, -4.881, -3.691], [-4.006, 3.581, 1.716], [-2.337, 3.393, 2.232], [-1.424, 3.356, 1.043], [0.257, 3.453, 1.556], [-2.184, 2.514, 2.858], [-2.163, 4.277, 2.846], [-1.613, 4.121, 0.290], [-1.601, 2.435, 0.488]], "lowdin_charge": [0.565, -0.674, -0.611, 0.579, 0.063, 0.075, 0.076, 0.075, 0.619, -0.827, -0.650, 0.564, -0.028, 0.030, 0.076, 0.008, 0.533, -0.672, -0.658, 0.530, 0.069, 0.054, 0.066, 0.031, 0.639, -0.671, -0.672, 0.531, 0.031, 0.081, 0.065, 0.054, 0.511, -0.651, -0.652, 0.525, 0.031, 0.065, 0.073, 0.070, 0.583, -0.693, -0.690, 0.607, 0.071, 0.065, 0.063, 0.068], "e_homo_ev": -10.59, "total_charge": 0, "total_energy_ev": -163102.9521, "e_above_lowest_ev": 1.280}

# 2
{"formula": "C12H24ClMgO10", "method": "the ωB97M-V functional and the def2-TZVPD basis", "elements": ["Mg", "Cl", "C", "O", "C", "O", "O", "C", "H", "H", "H", "H", "H", "H", "C", "O", "C", "O", "O", "C", "H", "H", "H", "H", "H", "H", "C", "O", "C", "O", "O", "C", "H", "H", "H", "H", "H", "H", "C", "C", "O", "C", "H", "H", "H", "H", "H", "H"], "positions_angstrom": [[2.496, 0.245, 0.825], [0.985, -1.381, 0.327], [-0.355, 1.145, -2.221], [-0.702, 1.971, -1.131], [0.181, 2.203, -0.152], [1.372, 1.761, -0.051], [-0.441, 2.871, 0.858], [-1.682, 3.595, 0.699], [0.240, 0.312, -1.846], [0.224, 1.817, -2.854], [-1.198, 0.669, -2.722], [-1.752, 4.200, -0.204], [-1.851, 4.170, 1.609], [-2.569, 2.961, 0.692], [4.023, -0.080, 4.921], [4.488, -1.347, 4.274], [4.074, -1.593, 3.018], [3.472, -0.772, 2.264], [4.418, -2.835, 2.616], [3.965, -3.400, 1.346], [4.203, -0.128, 5.995], [2.967, 0.183, 4.868], [4.617, 0.683, 4.418], [4.533, -2.721, 0.710], [2.912, -3.454, 1.071], [4.366, -4.393, 1.139], [-6.588, 1.809, 0.371], [-5.392, 1.272, -0.153], [-4.593, 0.669, 0.764], [-4.792, 0.570, 1.970], [-3.510, 0.251, 0.122], [-2.491, -0.467, 0.836], [-7.266, 1.153, 0.917], [-7.162, 2.136, -0.495], [-6.424, 2.709, 0.964], [-1.967, -1.263, 0.306], [-2.711, -0.883, 1.819], [-1.721, 0.281, 1.022], [1.033, -2.568, -3.134], [0.587, -1.509, -4.097], [-0.598, -1.529, -4.580], [1.614, -0.443, -4.559], [2.070, -2.400, -2.844], [0.881, -3.580, -3.509], [0.502, -2.435, -2.192], [2.306, -0.749, -5.343], [2.191, -0.104, -3.699], [1.047, 0.400, -4.955]], "lowdin_charge": [0.813, 0.062, -0.029, 0.020, -0.447, -0.051, 0.024, 0.010, 0.043, 0.115, 0.114, 0.113, 0.114, 0.092, 0.035, 0.049, -0.455, -0.069, 0.035, 0.001, 0.109, 0.097, 0.100, 0.093, 0.066, 0.108, -0.059, -0.002, -0.579, 0.121, -0.006, -0.048, 0.105, 0.098, 0.100, 0.057, 0.106, 0.063, 0.041, -0.225, 0.359, 0.064, 0.106, 0.132, 0.062, 0.131, 0.107, 0.104], "e_homo_ev": [-14.76, -14.76], "total_charge": 2, "total_energy_ev": -51258.9834, "s_squared": 0.758, "spin_multiplicity": 2}

- What is the formula in the first record?
  C12H24Cl12